[1]
Formula: C4H9Cl2NO2P
Source: OMol25
Level of theory: wB97M-V/def2-TZVPD

The geometry in XYZ format:
```
19
Properties=species:S:1:pos:R:3:lowdin_spin:R:1
C 0.004 -0.796 0.640 0.11
C -0.928 0.952 -0.630 0.66
C -1.407 -0.972 1.169 0.03
C -2.273 0.401 -0.427 0.13
N 0.117 0.499 0.022 0.74
O -2.384 -0.863 0.190 0.01
O 1.897 1.393 -1.717 0.06
P 1.942 1.143 -0.112 0.03
Cl 4.861 -1.316 -0.248 0.00
Cl 1.603 3.063 0.271 0.03
H 0.753 -0.970 1.385 0.01
H 0.271 -1.520 -0.177 0.06
H 5.458 -2.428 0.094 0.00
H -0.995 1.885 -0.986 0.03
H -1.387 -1.948 1.527 0.00
H -1.627 -0.184 1.993 0.00
H -2.810 1.143 0.084 0.04
H -2.846 0.314 -1.442 0.05
H 2.139 0.750 -2.375 0.00
```

Values from the calculation:
LUMO level (alpha / beta) ... -3.5 / -8.9 eV
HOMO (alpha / beta) ... -11.591 / -14.395 eV
Electronic energy ... -44201.5449 eV
Spin multiplicity ... 3
Charge ... +1

[2]
Formula: CH3NOS2
Source: OMol25
Level of theory: wB97M-V/def2-TZVPD

The geometry in XYZ format:
```
8
Properties=species:S:1:pos:R:3:lowdin_charge:R:1
C 0.386 -0.043 0.637 -0.52
N -0.850 0.502 0.108 -0.33
O -3.344 1.080 -0.088 -0.58
S 2.338 0.731 0.094 0.36
S -2.638 -0.151 0.187 0.89
H 0.525 0.206 1.723 0.04
H 0.427 -1.219 0.530 0.09
H -1.101 1.495 0.105 0.05
```

Values from the calculation:
LUMO level (alpha / beta) ... -1.3 / -2.1 eV
Energy above the lowest of the compared OMol25 structures with the same formula, charge and spin ... 84.95 kcal/mol
HOMO (alpha / beta) ... -9.578 / -8.655 eV
Electronic energy ... -26289.2852 eV

[3]
Formula: C5H9N2
Source: OMol25
Level of theory: wB97M-V/def2-TZVPD

The geometry in XYZ format:
```
16
Properties=species:S:1:pos:R:3:lowdin_charge:R:1
C -2.575 -0.264 1.547 0.10
C 0.622 0.190 -1.686 -0.15
C 1.003 1.173 -0.602 -0.12
C 0.822 -0.932 -0.676 -0.14
C 1.119 0.051 0.402 0.03
N -0.212 -0.162 2.049 0.24
N -1.354 -0.208 1.877 -0.09
H -3.210 0.558 1.398 0.09
H -3.025 -1.240 1.541 0.10
H -0.446 0.357 -2.026 0.13
H 1.255 0.052 -2.642 0.15
H 2.074 1.387 -0.627 0.15
H 0.612 2.163 -0.430 0.13
H -0.093 -1.408 -0.389 0.11
H 1.602 -1.732 -0.888 0.16
H 1.806 0.015 1.154 0.09
```

Values from the calculation:
LUMO level ... -5.4 eV
Energy above the lowest of the compared OMol25 structures with the same formula, charge and spin ... 148.94 kcal/mol
HOMO ... -14.021 eV
Electronic energy ... -8299.2735 eV
Charge ... +1

[4]
Formula: C4H9N3S
Source: OMol25
Level of theory: wB97M-V/def2-TZVPD

The geometry in XYZ format:
```
17
Properties=species:S:1:pos:R:3:lowdin_charge:R:1
C 0.024 -1.825 0.859 -0.11
C -0.144 -0.314 0.582 -0.29
C 0.152 0.844 1.400 -0.27
C -0.343 -0.074 -0.772 -0.42
H 0.267 -1.940 2.080 0.13
H 0.774 -2.543 0.147 0.13
H -1.059 -2.250 0.658 0.09
H -0.280 0.794 2.513 0.13
H 1.749 1.292 -0.178 -0.21
H -0.576 -2.010 -1.446 0.00
H -1.322 -0.730 -2.353 0.15
H 0.172 1.782 -1.794 0.11
H -0.703 2.194 -0.500 0.12
N 0.640 2.117 1.403 -0.39
N -0.617 -1.109 -1.646 0.14
N -0.604 1.283 -1.154 0.00
S 1.871 2.489 0.199 0.70
```

Values from the calculation:
SMILES string ... CC(/C=N\S)=C(N)N
LUMO level ... 0.6 eV
Energy above the lowest of the compared OMol25 structures with the same formula, charge and spin ... 108.39 kcal/mol
HOMO ... -7.827 eV
Electronic energy ... -19594.9362 eV

[5]
Formula: C25H46AsN2NiOSSi3
Source: OMol25
Level of theory: wB97M-V/def2-TZVPD

The geometry in XYZ format:
```
80
Properties=species:S:1:pos:R:3:lowdin_spin:R:1
Ni 0.502 -0.564 -0.370 1.66
C 4.092 -0.654 -1.541 0.00
C 3.774 -0.328 -0.112 0.01
C 4.779 -0.154 0.826 0.00
C 4.416 0.160 2.137 0.00
C 3.094 0.297 2.486 0.00
C 2.103 0.112 1.489 0.01
N 2.491 -0.192 0.219 0.05
N 0.766 0.182 1.619 0.04
Si -0.028 0.835 2.988 0.01
C 0.067 -0.258 4.528 0.00
C -1.840 1.075 2.588 0.00
C 0.667 2.508 3.493 0.00
H 4.173 -1.733 -1.679 0.00
H 5.036 -0.188 -1.829 0.00
H 3.296 -0.313 -2.198 0.00
H 5.816 -0.252 0.535 0.00
H 5.185 0.296 2.889 0.00
H 2.804 0.527 3.501 0.00
H -0.150 -1.302 4.289 0.00
H -0.675 0.081 5.257 0.00
H 1.045 -0.225 5.013 0.00
H -2.446 0.226 2.908 0.00
H -1.965 1.204 1.514 0.00
H -2.231 1.966 3.085 0.00
H 1.729 2.460 3.742 0.00
H 0.132 2.892 4.366 0.00
H 0.548 3.228 2.682 0.00
C 0.684 4.176 -3.317 0.01
Si 1.034 3.165 -1.758 0.01
C 2.866 2.747 -1.775 0.00
C 0.809 4.347 -0.303 0.00
As -0.198 1.208 -1.908 0.07
Si -2.384 2.003 -1.855 0.02
C -2.640 3.842 -1.510 0.00
C -3.590 1.130 -0.675 0.00
C -3.077 1.732 -3.593 0.01
H 1.307 5.074 -3.364 0.00
H -0.363 4.488 -3.350 0.00
H 0.870 3.571 -4.207 0.00
H 3.466 3.662 -1.794 0.00
H 3.123 2.149 -2.651 0.00
H 3.141 2.175 -0.889 0.00
H 1.215 5.329 -0.566 0.00
H 1.353 3.983 0.570 0.00
H -0.235 4.475 -0.018 0.00
H -2.463 4.085 -0.461 0.00
H -3.679 4.093 -1.744 0.00
H -1.993 4.476 -2.118 0.00
H -3.886 1.800 0.135 0.00
H -3.161 0.241 -0.218 0.00
H -4.492 0.835 -1.218 0.00
H -2.528 2.348 -4.310 0.00
H -4.141 1.983 -3.660 0.00
H -2.942 0.693 -3.901 0.00
S 1.030 -2.272 -1.995 0.04
C 0.785 -3.696 -0.997 0.01
C 1.179 -3.739 0.350 0.01
C 0.949 -4.852 1.141 0.00
C 0.319 -5.976 0.616 0.00
C -0.073 -5.957 -0.717 0.00
C 0.152 -4.839 -1.506 0.01
H 1.692 -2.878 0.770 0.00
H 1.270 -4.845 2.176 0.00
H 0.139 -6.847 1.233 0.00
H -0.563 -6.823 -1.148 0.00
H -0.163 -4.832 -2.543 0.00
C -3.252 -2.957 -0.739 0.00
C -2.665 -3.426 0.593 0.00
C -1.910 -2.190 1.046 0.00
O -1.396 -1.609 -0.157 0.03
C -2.138 -2.085 -1.304 0.00
H -4.161 -2.374 -0.574 0.00
H -3.486 -3.783 -1.409 0.00
H -1.973 -4.256 0.440 0.00
H -3.428 -3.724 1.313 0.00
H -1.064 -2.401 1.700 0.00
H -2.573 -1.473 1.538 0.00
H -1.448 -2.640 -1.936 0.00
H -2.497 -1.221 -1.861 0.00
```

Values from the calculation:
LUMO level (alpha / beta) ... 2.8 / 2.8 eV
Energy above the lowest of the compared OMol25 structures with the same formula, charge and spin ... 0.08 kcal/mol
HOMO (alpha / beta) ... -3.810 / -3.891 eV
Electronic energy ... -168056.0324 eV
Spin multiplicity ... 3
Charge ... -1

[6]
Formula: C4H8O
Source: OMol25
Level of theory: wB97M-V/def2-TZVPD

The geometry in XYZ format:
```
13
Properties=species:S:1:pos:R:3:lowdin_charge:R:1
O -2.337 -0.631 0.082 -0.08
C -0.951 -0.924 0.144 -0.24
C -0.123 0.310 -0.195 -0.28
C 1.232 0.255 -0.842 -0.13
C 1.099 0.732 0.575 -0.13
H -2.519 0.070 0.722 0.09
H -0.792 -1.726 -0.587 0.12
H -0.684 -1.323 1.136 0.12
H -0.774 1.107 -0.550 0.13
H 1.693 -0.715 -1.009 0.10
H 1.449 0.986 -1.616 0.10
H 1.466 0.070 1.357 0.10
H 1.244 1.788 0.785 0.09
```

Values from the calculation:
SMILES string ... OCC1CC1
LUMO level ... 1.1 eV
Energy above the lowest of the compared OMol25 structures with the same formula, charge and spin ... 28.42 kcal/mol
HOMO ... -10.092 eV
Electronic energy ... -6323.9356 eV